Formula: C6H6N2
Source: the OMol25 dataset
Level of theory: ωB97M-V/def2-TZVPD

Bonds (Å) are listed after each position.
Geometry (Å):
1 H -2.44 -1.12 0.37  C3 1.047
2 H 0.01 -2.25 0.18  C13 1.075
3 C -1.80 -0.60 -0.28  H1 1.047, N4 1.413, H6 1.051, H11 1.059
4 N -0.48 -0.19 0.02  C3 1.413, C9 1.411, C13 1.351
5 C 2.15 0.56 -0.01  N7 1.287, C8 1.357, C12 1.535
6 H -2.33 0.30 -0.43  C3 1.051
7 N 2.88 -0.39 -0.49  C5 1.287, C12 1.318
8 C 1.23 1.45 0.44  C5 1.357, C9 1.354, H14 1.047
9 C -0.06 1.14 0.21  N4 1.411, C8 1.354, H10 1.069
10 H -0.74 1.97 0.26  C9 1.069
11 H -1.93 -1.16 -1.16  C3 1.059
12 C 1.78 -0.93 -0.02  C5 1.535, N7 1.318, C13 1.447
13 C 0.37 -1.23 0.15  H2 1.075, N4 1.351, C12 1.447
14 H 1.35 2.44 0.76  C8 1.047

The energy above the lowest of the compared OMol25 structures with the same formula, charge and spin is 4.946 eV. Its highest occupied orbital energy is -0.7649 Ha. For the total energy, the calculation gives -340.7897 hartree. For the HOMO-LUMO gap, the calculation gives 8.0133 eV. As for the charge: +2.

Atomic partial charges in e from the Löwdin method, atoms 1 to 4: 0.14 0.18 0.05 0.00